(1)
CH2BrNO4 | the ωB97M-V functional and the def2-TZVPD basis

As for the relative energy (zero: lowest compared OMol25 entry of this formula, charge and spin): 1.167 eV. The net charge is 0. Its structure (SMILES) is O=C(O)Br.O=NO. Its spin multiplicity is 1. As for the HOMO energy: -10.6 eV. The frontier orbital gap is 10.35 eV. As for the LUMO energy: -0.2 eV. For the electronic energy, the calculation gives -80788.8706 eV.

The geometry in XYZ format:
```
9
Properties=species:S:1:pos:R:3:lowdin_charge:R:1
C -0.5756 -0.0013 -0.8666 -0.9967
N 1.1971 1.4323 0.6833 -0.1055
O 1.7728 0.3655 0.6917 0.0096
O 0.2382 1.5800 1.6265 0.0163
O -0.1710 0.9869 -1.3320 0.0755
O -0.0668 -1.1552 -0.7433 0.0433
Br -2.4500 -0.1997 -0.1485 0.6536
H 0.0716 2.5341 1.7895 0.1353
H 0.9122 -1.0176 -0.9471 0.1686
```

---

(2)
C18H11BCl2F10MoNO11S | the ωB97M-V functional and the def2-TZVPD basis

The net charge is -1. Its spin multiplicity is 3. As for the HOMO energy (spin up / spin down): -6.3 / -6.3 eV. The frontier orbital gap (spin up / spin down) is 7.48 / 7.23 eV. As for the LUMO energy (spin up / spin down): 1.2 / 0.9 eV. For the electronic energy, the calculation gives -108457.5219 eV.

The geometry in XYZ format:
```
56
Properties=species:S:1:pos:R:3:lowdin_charge:R:1
Mo 0.6302 0.3450 1.1911 1.9668
Cl -6.1482 1.5815 -1.9167 0.6480
C -4.5931 1.0636 -1.3307 -0.6664
C -4.0193 -0.1028 -1.8684 -0.1093
C -2.8000 -0.5471 -1.4406 -0.5509
Cl -2.1340 -1.9963 -2.0924 0.7880
C -2.0562 0.1654 -0.4492 -0.3255
O -0.9069 -0.2547 -0.0796 -0.1745
C -2.6818 1.3187 0.0814 -0.1150
C -2.0241 2.0073 1.1279 -0.0973
O -0.9101 1.7241 1.5871 -0.1311
C -3.9452 1.7626 -0.3604 -0.0565
H -4.5503 -0.6611 -2.6271 0.1070
H -2.5327 2.8594 1.5944 0.1555
H -4.3853 2.6502 0.0757 0.1191
F 3.2416 1.3281 -1.0311 0.1579
B 2.6529 2.4326 -0.4529 -1.1858
F 2.4254 3.4620 -1.3175 0.1761
F 3.2674 2.7949 0.7249 0.1495
F 1.2431 1.9529 -0.0314 -0.0984
O 2.6074 -2.6411 -0.8622 0.0889
C 1.8238 -1.7273 -1.0033 -0.5223
O 1.4495 -0.9733 0.0059 -0.2364
C 1.2571 -1.3982 -2.3518 -0.1408
C 0.7351 -0.1515 -2.6582 -0.0315
C 0.1959 0.1237 -3.9182 0.0237
C 0.1892 -0.9065 -4.8229 -0.2233
O -0.2707 -0.9024 -6.1166 0.0256
C -0.2169 -2.2632 -6.5343 -0.1499
O 0.6155 -2.9689 -5.6254 0.0240
C 0.7194 -2.1484 -4.5227 -0.2101
C 1.2754 -2.4266 -3.3058 0.0667
H 0.7549 0.6316 -1.9172 0.0969
H -0.1953 1.1003 -4.1667 0.1235
H 0.2114 -2.3160 -7.5343 0.1335
H -1.2274 -2.6886 -6.5146 0.1345
H 1.7069 -3.3868 -3.0619 0.1336
F 1.0341 2.3753 6.5845 0.1309
C 1.5469 1.9410 5.4276 -0.6618
F 2.5187 2.7821 5.0558 0.1328
F 2.0850 0.7386 5.6280 0.1413
S 0.2193 1.8768 4.1563 0.5597
O -0.7139 0.8935 4.6225 -0.2492
O -0.2185 3.2322 4.0182 -0.2580
O 1.0539 1.3902 3.0044 -0.4642
N 2.7591 0.2244 1.7717 0.0232
H 3.3042 -0.1552 1.0067 0.0846
H 2.7754 -0.4074 2.5755 0.0611
H 3.1204 1.1389 2.0308 0.0716
F -0.4068 -3.7498 3.9258 0.1385
C -0.5036 -2.4537 4.2985 -0.5455
F -1.7813 -2.0912 4.1586 0.1549
F -0.1915 -2.3839 5.5966 0.1558
C 0.4722 -1.6086 3.4403 -0.5186
O 1.6240 -1.5034 3.8057 0.0861
O -0.1021 -1.0828 2.4182 -0.1373
```